{"formula": "C22H58N8O6P2Se2Tc", "method": "ωB97M-V with the def2-TZVPD basis set", "total_charge": 4, "lumo_ev": [-10.431, -13.455], "spin_multiplicity": 4, "homo_energy_ev": [-18.55, -18.56], "orbital_gap_ev": [8.12, 5.10], "species": ["Tc", "C", "Se", "C", "C", "Se", "C", "H", "H", "H", "H", "H", "H", "H", "H", "H", "H", "N", "C", "C", "C", "C", "N", "C", "N", "N", "C", "O", "O", "H", "H", "H", "H", "H", "H", "H", "H", "H", "H", "H", "H", "H", "H", "C", "N", "C", "P", "O", "O", "P", "O", "N", "C", "C", "N", "C", "C", "N", "C", "C", "H", "H", "H", "H", "H", "H", "H", "H", "H", "H", "H", "H", "H", "H", "H", "H", "H", "H", "H", "H", "H", "H", "H", "H", "C", "C", "O", "C", "C", "H", "H", "H", "H", "H", "H", "H", "H", "H", "H"], "positions_angstrom": [[0.055, -0.003, -0.005], [1.475, -3.170, -1.079], [0.527, -2.447, 0.448], [-1.209, -3.285, 0.113], [-1.882, -2.774, -1.136], [-2.089, -0.822, -1.087], [-2.139, -0.521, -3.007], [1.497, -4.250, -0.948], [2.482, -2.765, -1.054], [0.978, -2.889, -2.001], [-1.813, -3.113, 1.005], [-1.028, -4.359, 0.048], [-2.891, -3.178, -1.226], [-1.333, -3.020, -2.043], [-2.800, -1.280, -3.421], [-1.136, -0.603, -3.414], [-2.558, 0.463, -3.189], [-1.035, 0.044, 1.917], [-2.130, 1.004, 2.204], [-2.987, 0.678, 3.432], [-2.615, 1.281, 4.802], [-3.189, 2.643, 5.201], [-4.648, 2.663, 5.266], [-5.467, 3.542, 4.673], [-5.045, 4.301, 3.664], [-6.731, 3.627, 5.071], [-1.387, 2.522, 2.483], [-2.198, 3.359, 2.159], [-0.250, 2.354, 2.841], [-1.389, -0.881, 2.167], [-0.280, 0.252, 2.584], [-2.717, 1.167, 1.305], [-2.918, -0.406, 3.560], [-4.028, 0.899, 3.189], [-1.530, 1.338, 4.908], [-2.943, 0.564, 5.556], [-2.834, 3.457, 4.575], [-2.818, 2.849, 6.207], [-5.053, 2.141, 6.031], [-4.095, 4.257, 3.331], [-5.620, 5.056, 3.324], [-7.058, 3.162, 5.903], [-7.379, 4.260, 4.628], [3.536, -2.091, 2.347], [3.734, -1.584, 0.979], [4.924, -2.178, 0.343], [3.338, -0.013, 0.737], [1.877, 0.195, 1.069], [3.606, 0.153, -0.844], [2.641, 0.238, -2.116], [1.202, -0.070, -1.738], [2.801, 1.781, -2.614], [2.034, 2.134, -3.818], [4.067, 2.523, -2.507], [3.186, -0.930, -3.110], [4.600, -0.882, -3.521], [2.310, -1.512, -4.136], [4.255, 1.124, 1.426], [3.882, 1.754, 2.700], [5.696, 1.179, 1.137], [3.311, -3.156, 2.298], [2.704, -1.580, 2.830], [4.434, -1.956, 2.953], [4.780, -3.257, 0.286], [5.827, -1.984, 0.924], [5.054, -1.794, -0.666], [1.096, 1.583, -3.846], [2.599, 1.928, -4.729], [1.811, 3.200, -3.793], [4.619, 2.216, -1.624], [3.836, 3.585, -2.416], [4.688, 2.381, -3.393], [5.207, -0.385, -2.766], [4.716, -0.357, -4.471], [4.967, -1.901, -3.641], [1.265, -1.370, -3.870], [2.514, -2.580, -4.221], [2.491, -1.052, -5.108], [2.820, 1.628, 2.889], [4.109, 2.818, 2.648], [4.450, 1.318, 3.523], [5.919, 0.708, 0.182], [6.273, 0.685, 1.920], [6.003, 2.223, 1.086], [-1.703, 2.940, -2.424], [-1.720, 2.532, -0.966], [-0.410, 2.136, -0.459], [0.438, 3.340, -0.439], [1.720, 3.194, 0.320], [-2.728, 3.000, -2.789], [-1.162, 2.211, -3.026], [-1.255, 3.918, -2.576], [-2.380, 1.683, -0.803], [-2.077, 3.352, -0.336], [-0.181, 4.122, 0.009], [0.634, 3.604, -1.478], [1.555, 2.910, 1.353], [2.201, 4.173, 0.314], [2.398, 2.494, -0.160]], "forces_ev_per_angstrom": [[0.9, 0.6, -0.6], [0.0, 0.0, -0.1], [-0.1, -0.4, 0.2], [-0.1, 0.0, 0.0], [0.0, 0.0, -0.1], [-0.5, -0.2, 0.0], [0.1, 0.0, 0.0], [0.0, 0.0, 0.0], [0.0, 0.0, 0.0], [0.0, 0.0, 0.0], [0.0, 0.0, 0.0], [0.0, 0.0, 0.0], [0.0, 0.0, 0.0], [0.0, 0.0, 0.0], [0.0, 0.0, 0.0], [0.0, 0.0, 0.0], [0.0, 0.0, 0.0], [0.4, 0.3, 0.3], [-0.3, -0.8, -0.1], [0.1, 0.2, 0.0], [0.0, -0.1, 0.0], [0.1, 0.0, 0.1], [-0.1, -0.1, 0.0], [0.0, 0.1, 0.0], [0.1, 0.0, 0.0], [0.0, 0.0, 0.0], [0.6, 0.6, -0.6], [-0.3, 0.0, 0.2], [-0.2, -0.1, 0.3], [0.0, 0.0, 0.0], [-0.1, -0.1, 0.0], [0.0, 0.0, 0.1], [-0.1, 0.0, -0.1], [0.0, 0.1, 0.0], [0.0, 0.0, 0.1], [0.0, 0.0, 0.0], [0.0, 0.0, 0.0], [0.1, 0.1, -0.1], [0.0, 0.0, 0.0], [-0.2, 0.0, 0.0], [0.0, 0.0, 0.0], [0.0, 0.0, 0.0], [0.0, 0.0, 0.0], [0.0, 0.0, 0.1], [0.0, 0.0, -0.1], [0.0, -0.1, 0.0], [0.2, -0.1, -0.2], [-0.5, 0.3, 0.1], [0.0, 0.1, 0.1], [0.1, 0.0, 0.0], [-0.2, -0.1, 0.1], [0.1, -0.1, 0.1], [0.0, 0.0, -0.1], [0.0, 0.1, 0.0], [-0.2, 0.1, 0.1], [0.1, 0.0, 0.0], [0.0, -0.1, 0.0], [-0.2, -0.1, 0.0], [0.0, 0.1, 0.1], [0.1, 0.0, 0.0], [0.0, 0.0, 0.0], [0.0, 0.0, 0.0], [0.0, 0.0, 0.0], [0.0, 0.0, 0.0], [0.0, 0.0, 0.0], [0.0, 0.0, 0.0], [-0.1, 0.0, 0.0], [0.0, 0.0, 0.0], [0.0, 0.0, 0.0], [0.0, 0.0, 0.0], [0.0, 0.0, 0.0], [0.0, 0.0, 0.0], [0.0, 0.0, 0.0], [0.0, 0.0, 0.0], [0.0, 0.0, 0.0], [0.0, 0.0, 0.0], [0.0, 0.0, 0.0], [0.0, 0.0, 0.0], [0.0, 0.0, 0.0], [0.0, 0.0, 0.0], [0.0, 0.0, 0.0], [0.0, 0.0, 0.0], [0.0, 0.0, 0.0], [0.0, 0.0, 0.0], [0.1, 0.0, 0.1], [-0.2, 0.1, -0.1], [0.0, -0.2, 0.3], [0.1, 0.2, -0.1], [0.0, -0.1, 0.0], [0.0, 0.0, 0.0], [0.0, 0.0, 0.0], [0.0, 0.0, 0.0], [0.0, 0.0, 0.0], [0.0, -0.1, 0.0], [0.0, 0.0, 0.0], [0.0, 0.0, 0.0], [0.0, 0.0, 0.1], [0.0, 0.0, 0.0], [0.0, 0.0, 0.0]]}


{"formula": "C22H59N3O7", "method": "ωB97M-V with the def2-TZVPD basis set", "total_charge": 2, "lumo_ev": -8.535, "spin_multiplicity": 1, "homo_energy_ev": -12.84, "orbital_gap_ev": 4.30, "relative_energy_kcal_mol": 79.92, "species": ["O", "H", "H", "H", "O", "H", "H", "H", "O", "H", "H", "H", "O", "H", "C", "C", "C", "O", "C", "N", "H", "H", "H", "H", "H", "H", "H", "H", "H", "H", "H", "C", "C", "C", "C", "C", "C", "N", "O", "C", "C", "C", "H", "H", "H", "H", "H", "H", "H", "H", "H", "H", "H", "H", "H", "H", "H", "H", "H", "H", "H", "C", "C", "C", "C", "C", "C", "N", "O", "C", "C", "C", "H", "H", "H", "H", "H", "H", "H", "H", "H", "H", "H", "H", "H", "H", "H", "H", "H", "H", "H"], "positions_angstrom": [[-4.331, 7.946, -2.460], [-4.155, 8.889, -2.410], [-3.553, 7.406, -2.611], [-4.809, 7.654, -1.680], [-0.835, 8.759, -2.566], [-1.646, 9.271, -2.524], [-0.294, 8.869, -1.780], [-1.170, 7.860, -2.569], [-2.812, 9.879, 0.466], [-2.045, 9.385, 0.765], [-3.539, 9.431, 0.904], [-2.949, 9.849, -0.483], [-2.975, 10.026, -2.039], [-3.222, 10.958, -2.196], [-2.981, 10.528, -7.362], [-2.821, 9.847, -6.015], [-1.856, 8.597, -5.972], [-2.279, 7.751, -7.053], [-1.799, 6.444, -6.978], [-2.279, 10.801, -5.144], [-3.595, 9.839, -7.943], [-1.994, 10.595, -7.819], [-3.360, 11.550, -7.359], [-3.766, 9.578, -5.543], [-1.918, 8.197, -4.960], [-0.846, 8.893, -6.257], [-2.350, 5.918, -7.758], [-2.060, 5.990, -6.022], [-0.731, 6.500, -7.191], [-2.053, 10.432, -4.232], [-3.029, 11.427, -4.886], [1.730, 13.547, 0.461], [0.750, 12.934, -0.614], [-0.063, 14.113, -1.248], [0.711, 14.986, -2.213], [1.286, 14.065, -3.313], [2.009, 12.704, -2.888], [1.365, 12.131, -1.689], [2.084, 10.977, -1.161], [1.984, 11.656, -4.101], [3.402, 13.157, -2.537], [-0.237, 11.994, 0.089], [1.227, 14.156, 1.213], [2.596, 14.072, 0.058], [2.206, 12.777, 1.067], [-0.983, 13.638, -1.588], [-0.624, 14.707, -0.527], [1.587, 15.489, -1.803], [0.013, 15.642, -2.734], [1.934, 14.781, -3.819], [0.439, 13.796, -3.943], [1.558, 12.061, -5.019], [2.991, 11.297, -4.314], [1.323, 10.833, -3.827], [4.040, 12.278, -2.440], [3.752, 13.686, -3.424], [3.643, 13.734, -1.644], [0.247, 11.362, 0.833], [-0.792, 11.374, -0.614], [-0.986, 12.566, 0.638], [1.435, 10.274, -1.082], [-2.953, 14.117, -3.659], [-4.457, 14.048, -4.043], [-4.498, 14.322, -5.527], [-5.676, 13.992, -6.216], [-5.899, 12.466, -6.056], [-6.061, 12.126, -4.520], [-4.877, 12.648, -3.818], [-4.847, 12.140, -2.535], [-7.400, 12.641, -3.976], [-6.111, 10.621, -4.407], [-5.207, 15.217, -3.337], [-2.269, 13.440, -4.170], [-2.766, 14.150, -2.586], [-2.595, 15.131, -3.839], [-4.128, 15.326, -5.733], [-3.736, 13.695, -5.989], [-5.586, 14.124, -7.294], [-6.393, 14.767, -5.945], [-4.968, 12.036, -6.426], [-6.678, 12.012, -6.669], [-8.272, 12.211, -4.469], [-7.503, 12.609, -2.892], [-7.478, 13.717, -4.138], [-7.176, 10.390, -4.366], [-5.780, 10.091, -5.300], [-5.538, 10.144, -3.612], [-6.097, 14.751, -2.915], [-5.491, 15.953, -4.089], [-4.573, 15.811, -2.679], [-4.253, 11.403, -2.693]], "forces_ev_per_angstrom": [[-1.4, -2.6, -0.4], [1.6, 3.4, 0.0], [0.2, -0.3, -0.4], [-0.7, -0.5, 0.4], [1.9, -1.9, -0.7], [-2.9, 3.3, 0.5], [0.7, 0.5, 0.5], [0.6, -1.1, -0.4], [0.1, -0.2, 3.7], [1.1, 0.1, 0.2], [-1.0, 0.2, 0.7], [-0.1, 0.7, -4.6], [-0.2, -1.3, 0.8], [1.4, -0.6, 0.5], [0.3, -1.4, -0.5], [0.4, -1.1, 0.2], [-1.5, 1.4, -3.3], [-0.8, 0.9, 1.8], [-0.2, 0.2, -0.7], [1.3, 2.1, 2.0], [-0.1, 0.5, -0.5], [0.0, -0.1, -0.1], [-0.2, -0.3, 0.4], [-0.6, -0.9, -0.8], [0.0, -0.8, 0.3], [0.3, 0.3, 0.7], [0.4, -0.3, 0.0], [0.3, -0.2, 0.3], [0.2, -0.7, 0.2], [0.4, -0.4, 0.1], [-0.2, 0.9, -0.2], [0.3, -1.0, 0.1], [0.7, 1.1, 0.6], [-0.6, -0.7, 0.9], [0.0, -2.1, -0.6], [-1.1, -0.5, 0.3], [-0.1, 1.5, 0.3], [-1.7, -0.8, -0.4], [0.4, 1.4, -0.3], [0.0, 0.9, 1.2], [1.8, -1.0, -1.0], [-0.2, 0.3, 0.8], [-0.3, 0.3, -0.4], [-0.5, 0.3, -0.3], [-0.1, -0.5, -0.1], [0.2, -0.2, -1.6], [0.9, 0.3, 1.0], [-0.6, 0.4, 0.6], [0.3, 0.5, 0.3], [0.4, -0.9, -0.7], [0.0, 0.0, -0.3], [0.1, 0.3, 0.1], [-0.1, -0.1, 0.1], [0.2, -0.2, 0.1], [0.2, -0.1, 0.0], [0.4, 0.1, 0.2], [-0.8, 0.2, -0.1], [0.2, -0.1, 0.0], [0.0, -0.1, -0.5], [0.0, 0.2, 0.1], [-0.1, 0.1, -0.1], [-0.1, 1.2, 0.6], [1.7, 0.6, 1.0], [4.2, -0.2, 0.1], [-3.3, -0.8, -2.4], [-0.4, 1.1, 1.5], [-0.3, 0.1, -0.9], [-0.4, 0.4, -2.9], [0.4, 0.4, 1.5], [0.1, 1.6, 0.0], [-0.4, -1.2, -0.8], [-0.2, -0.8, -0.5], [-0.3, -0.2, 0.0], [-0.4, -0.9, 0.3], [0.0, 0.2, -0.8], [-0.2, 0.2, 0.3], [0.6, -0.2, 0.1], [0.3, 0.3, -0.1], [-1.2, -0.8, 0.2], [0.0, -0.2, 0.3], [-0.4, 0.3, 0.3], [0.2, -0.2, 0.1], [0.1, -0.7, 0.1], [0.0, 0.1, -0.4], [0.2, -0.6, 0.5], [0.2, 0.3, -0.3], [-0.3, 0.2, 0.5], [0.0, 0.8, 0.6], [-0.4, -0.2, 0.0], [-0.2, -0.6, 0.6], [-1.2, 0.3, -0.1]]}


Question: What is the formula in the second record?
Answer: C22H59N3O7